# C4H8O3

A single C4H8O3 molecule (the ωB97M-V functional and the def2-TZVPD basis, OMol25).

Positions of all 15 atoms, in Å:
O: 1.2736 0.2942 -1.2642
C: 0.3218 0.5478 -0.5512
C: -1.0236 0.8502 -1.1715
O: -0.9695 0.7971 -2.5628
C: 0.4174 0.5070 0.9591
C: 0.6235 -0.9432 1.3857
O: -0.4206 -1.7123 0.8107
H: -1.7332 0.1152 -0.7592
H: -1.3506 1.8435 -0.8230
H: -0.0554 0.5386 -2.7722
H: 1.2692 1.1151 1.2831
H: -0.4958 0.9066 1.4146
H: 1.6076 -1.2734 1.0318
H: 0.6035 -1.0222 2.4813
H: -0.0679 -2.5642 0.5378

Results
Energy relative to the best compared isomer or geometry (same formula, charge and spin) = 1.297 eV
Calculated total energy = -382.91715 hartree
Gap between HOMO and LUMO = 10.91 eV
Molecular weight = 104.1 g mol⁻¹
HOMO level = -10.172 eV

Here are the natural (NBO) charges for atoms 1 to 2, given in e: O -0.5713; C 0.5939